[1]
Entry from OMol25: C32H39CuN7P2 as an isolated structure (ωB97M-V/def2-TZVPD).

```
81
Properties=species:S:1:pos:R:3:lowdin_charge:R:1
Cu -0.0121 0.4041 0.2715 0.14
N 4.3067 2.1998 -0.0524 0.14
C 3.2503 1.4524 -0.4002 -0.14
N 2.0121 1.7961 -0.2556 0.11
C 1.7231 3.0310 0.3171 -0.28
N 0.5064 3.4265 0.5150 0.10
N -0.4028 2.4436 0.2244 -0.05
C -1.5911 2.7752 -0.0851 -0.04
C -2.5140 1.6731 -0.4302 -0.24
C -3.8531 1.8955 -0.7062 0.00
C -4.6520 0.8165 -1.0531 -0.04
C -4.0857 -0.4459 -1.1154 -0.03
C -2.7372 -0.5843 -0.8221 -0.11
N -1.9651 0.4433 -0.4870 0.05
C 2.8267 3.9134 0.6969 -0.09
C 2.6237 5.1775 1.2589 0.00
C 3.7005 5.9606 1.6105 -0.06
C 5.0024 5.4957 1.4084 -0.05
C 5.2255 4.2523 0.8571 -0.01
C 4.1318 3.4667 0.5031 -0.18
H 5.2389 1.8603 -0.2292 0.16
H 3.4803 0.4866 -0.8421 0.13
H -1.9191 3.8110 -0.1288 0.13
H -4.2556 2.8978 -0.6476 0.12
H -5.7009 0.9606 -1.2744 0.12
H -4.6720 -1.3111 -1.3901 0.11
H -2.2437 -1.5491 -0.8618 0.09
H 1.6083 5.5172 1.4052 0.12
H 3.5398 6.9379 2.0437 0.11
H 5.8455 6.1139 1.6850 0.11
H 6.2323 3.8864 0.6981 0.12
C 1.4666 -0.8240 -2.5252 -0.26
P 0.8817 -2.0103 -1.2430 1.02
C 2.4299 -2.0733 -0.2054 -0.40
N 3.5525 -2.4333 -0.7697 0.14
C 4.6804 -2.4967 -0.0127 -0.21
C 5.8977 -2.9119 -0.5979 -0.01
C 7.0239 -2.9852 0.1710 -0.06
C 6.9855 -2.6413 1.5431 -0.06
C 5.8230 -2.2221 2.1233 -0.01
C 4.6461 -2.1425 1.3460 -0.21
N 3.4951 -1.6869 1.9051 0.14
C 2.4135 -1.6570 1.1748 -0.38
P 0.9473 -0.7871 1.8920 0.97
C 1.7711 0.2742 3.1250 -0.23
C 0.0306 -2.0555 2.8951 -0.71
C -1.2273 -1.3806 3.4425 -0.09
C 0.9006 -2.5727 4.0447 -0.08
C -0.3611 -3.2170 1.9855 -0.11
C 0.8860 -3.6374 -2.1794 -0.73
C -0.4950 -3.6974 -2.8457 -0.12
C 1.9650 -3.7789 -3.2517 -0.10
C 1.0029 -4.7806 -1.1719 -0.10
H 2.4738 -1.0650 -2.8663 0.04
H 1.4408 0.1889 -2.1207 0.00
H 0.7809 -0.8543 -3.3729 0.05
H 5.9016 -3.1781 -1.6467 0.12
H 7.9568 -3.3144 -0.2665 0.11
H 7.8903 -2.7137 2.1316 0.11
H 5.7656 -1.9489 3.1687 0.12
H 2.4480 -0.2764 3.7725 0.04
H 1.0047 0.7797 3.7139 0.05
H 2.3352 1.0379 2.5877 0.03
H -0.9896 -0.5209 4.0721 0.08
H -1.7828 -2.0933 4.0559 0.09
H -1.8800 -1.0434 2.6341 0.07
H 1.0760 -1.8004 4.7933 0.08
H 1.8678 -2.9371 3.6950 0.08
H 0.3887 -3.4020 4.5390 0.09
H -0.9318 -2.8781 1.1185 0.06
H -0.9766 -3.9234 2.5479 0.10
H 0.5207 -3.7574 1.6364 0.07
H -0.6536 -2.8653 -3.5359 0.07
H -1.2977 -3.6879 -2.1051 0.07
H -0.5810 -4.6211 -3.4231 0.09
H 1.8543 -3.0357 -4.0418 0.07
H 1.8670 -4.7630 -3.7184 0.09
H 2.9655 -3.6945 -2.8334 0.06
H 0.2267 -4.7248 -0.4070 0.06
H 1.9780 -4.7883 -0.6809 0.08
H 0.8874 -5.7343 -1.6928 0.09
```

E_HOMO in eV: -10.2858
HOMO-LUMO gap in eV: 7.30
Energy relative to the best compared isomer or geometry (same formula, charge and spin) in kcal per mole: 7.1
Charge: +1

[2]
Entry from OMol25: a 6-piece molecular cluster, C32H39F12NO21S overall at a distorted geometry (ωB97M-V/def2-TZVPD).

```
106
Properties=species:S:1:pos:R:3:lowdin_charge:R:1
C -2.7655 1.9180 3.8152 -0.08
C -4.1616 1.1621 3.4770 -0.28
C -5.4948 1.6125 4.2271 -0.09
C -4.0836 0.0888 2.5326 -0.11
C -4.8573 -0.0271 1.1455 -0.19
C -4.0913 0.5702 -0.1326 -0.17
C -2.5156 0.7880 0.0320 -0.31
C -2.2600 2.3602 0.2278 -0.09
C -1.8516 0.4054 -1.4140 -0.13
C -0.3346 0.9654 -1.5479 -0.16
N 0.5366 0.0895 -2.3932 -0.06
C 1.6243 0.8380 -3.0896 -0.12
C 2.5617 1.7361 -2.1494 -0.15
O 2.0336 3.0909 -1.9207 -0.10
C 1.9573 3.3127 -0.5099 -0.25
O 2.9348 3.3944 0.2574 0.06
C 1.0203 -1.0943 -1.6826 -0.37
O 0.3394 -2.1543 -1.7621 0.10
O 2.2520 -1.1881 -0.9320 -0.13
S 1.9928 -1.2850 0.7152 0.84
O 3.3001 -0.8839 1.3719 -0.26
O 0.9454 -0.3541 1.2469 -0.25
C 1.5702 -2.9910 1.3358 -0.31
F 1.4838 -2.8858 2.7587 0.08
F 0.2511 -3.3723 0.9239 0.06
C 2.5431 -4.1649 0.8425 -0.21
F 2.5001 -4.1383 -0.5904 0.08
F 1.9939 -5.4061 1.2589 0.10
C 4.0670 -4.0468 1.3214 -0.32
F 4.6221 -5.3656 1.2050 0.07
F 4.8267 -3.2395 0.4536 0.12
F 4.2393 -3.6768 2.6600 0.13
H -1.9276 1.1357 3.9796 0.09
H -2.9038 2.5898 4.7408 0.08
H -2.4434 2.5935 2.9528 0.02
H -6.3848 1.1092 3.7187 0.07
H -5.4446 1.1649 5.2919 0.09
H -5.5727 2.7470 4.3054 0.07
H -3.4071 -0.8014 2.8261 0.11
H -5.8387 0.5787 1.2563 0.11
H -5.1896 -1.1120 0.9361 0.10
H -4.2959 -0.1424 -1.0151 0.09
H -4.6182 1.5560 -0.4274 0.13
H -1.9979 0.1125 0.7866 0.13
H -3.0782 2.8524 0.8716 0.09
H -1.2033 2.6219 0.5654 0.06
H -2.3862 2.8371 -0.8218 0.10
H -1.7969 -0.7492 -1.4089 0.12
H -2.5335 0.7326 -2.2661 0.12
H 0.1148 1.2496 -0.5329 0.10
H -0.4378 1.9626 -2.1254 0.14
H 1.1004 1.5606 -3.8211 0.15
H 2.2657 0.1471 -3.7565 0.14
H 3.5480 1.8954 -2.7334 0.14
H 2.8603 1.2581 -1.1596 0.12
H 0.9067 3.4549 -0.0603 0.14
O -5.7266 0.2991 -2.8720 0.16
C -5.3882 -0.5531 -3.6391 -0.53
O -6.1687 -1.6101 -4.0027 0.08
C -5.4608 -2.3092 -5.0168 -0.06
C -4.0454 -1.9057 -4.7524 -0.32
F -3.3288 -1.8598 -5.9064 0.07
O -4.1722 -0.5911 -4.2489 0.14
H -5.8160 -1.9836 -5.9991 0.15
H -5.6108 -3.3863 -4.9289 0.14
H -3.5274 -2.5299 -4.0181 0.12
O -1.5942 4.3413 2.6367 0.14
C -0.8994 5.2372 2.2525 -0.50
O -0.7964 6.4446 2.8721 0.09
C 0.2191 7.1698 2.1872 -0.07
C 0.2273 6.5151 0.8435 -0.31
F 1.4682 6.5302 0.3014 0.08
O -0.1198 5.1754 1.1357 0.11
H 1.1662 7.0555 2.7170 0.13
H -0.0253 8.2299 2.1320 0.14
H -0.4915 6.9345 0.1335 0.18
O -3.0835 -3.8167 -2.7908 0.15
C -2.2173 -4.5601 -3.1543 -0.51
O -0.9885 -4.1508 -3.5687 0.07
C -0.2196 -5.3264 -3.7821 -0.06
C -1.2742 -6.3600 -4.0160 -0.32
F -0.8743 -7.5742 -3.5694 0.08
O -2.3453 -5.9143 -3.2099 0.15
H 0.3836 -5.5316 -2.8932 0.15
H 0.4464 -5.2098 -4.6382 0.15
H -1.6045 -6.4387 -5.0559 0.18
O 7.1861 -7.8138 -3.1617 0.17
C 6.6080 -8.2570 -2.2144 -0.53
O 5.4270 -8.9356 -2.2873 0.07
C 5.1454 -9.4048 -0.9763 -0.07
C 5.9253 -8.4559 -0.1232 -0.33
F 6.3645 -9.0646 1.0043 0.08
O 7.0428 -8.1403 -0.9279 0.14
H 5.4883 -10.4387 -0.8787 0.15
H 4.0751 -9.3693 -0.7680 0.14
H 5.3887 -7.5387 0.1358 0.16
O 1.8947 9.2852 2.9819 0.16
C 2.7092 9.0496 3.8267 -0.51
O 3.1149 7.7941 4.1665 0.07
C 4.1746 7.9472 5.1008 -0.06
C 3.9112 9.3085 5.6614 -0.32
F 5.0663 9.9253 6.0045 0.08
O 3.3377 10.0009 4.5704 0.15
H 5.1325 7.8849 4.5771 0.15
H 4.1411 7.1684 5.8639 0.15
H 3.2194 9.3203 6.5086 0.18
```

E_HOMO in eV: -6.8825
HOMO-LUMO gap in eV: 5.88
SMILES string: CC(C)=CCC[C@H](C)CCN(CCOC=O)C(=O)OS(=O)(=O)C(F)(F)C(F)(F)C(F)(F)F.O=C1OC[C@@H](F)O1.O=C1OC[C@@H](F)O1.O=C1OC[C@@H](F)O1.O=C1OC[C@@H](F)O1.O=C1OC[C@@H](F)O1

[3]
Entry from OMol25: C32H39NO2PdS2Si as an isolated structure (ωB97M-V/def2-TZVPD).

```
78
Properties=species:S:1:pos:R:3:lowdin_charge:R:1
Pd 0.0770 1.7332 0.4298 0.38
C -4.6576 0.5022 -4.8974 -0.21
Si -4.0877 1.6002 -3.4552 0.47
C -4.4150 3.3836 -3.9507 -0.20
C -5.2114 1.1077 -2.0329 -0.21
C -2.2637 1.3007 -3.2407 -0.29
C -1.5241 0.5481 -4.1383 -0.12
C -0.1678 0.3170 -3.9328 -0.10
C 0.4073 0.8710 -2.8038 -0.17
N -0.2504 1.6363 -1.9383 -0.03
C -1.5804 1.8552 -2.1161 -0.83
S -2.3817 2.7944 -0.9232 0.48
H -5.7436 0.5759 -5.0142 0.01
H -4.4155 -0.5447 -4.6877 0.03
H -4.2010 0.7688 -5.8549 0.02
H -5.4785 3.5835 -4.1155 0.02
H -3.8704 3.6378 -4.8640 0.02
H -4.0540 4.0208 -3.1399 0.00
H -6.2534 1.1005 -2.3718 0.02
H -5.0962 1.7997 -1.2004 -0.01
H -4.9663 0.1032 -1.6760 0.02
H -2.0123 0.1032 -5.0016 0.08
H 0.4163 -0.3008 -4.6025 0.08
H 1.4519 0.6963 -2.5685 0.10
O 3.2960 3.0397 0.9554 -0.53
S 2.4844 1.8024 1.1782 0.93
C 3.3060 0.8850 2.4979 -0.37
C 4.2397 1.4986 3.3152 -0.07
C 4.8695 0.7524 4.3035 -0.10
C 4.5627 -0.5948 4.4624 -0.11
C 3.6334 -1.2039 3.6264 -0.08
C 3.0081 -0.4667 2.6306 -0.10
C 1.0453 2.3082 2.1909 -0.50
C 0.4919 1.5416 3.2443 -0.10
C -0.4905 2.0802 4.0474 -0.12
C -0.9499 3.3841 3.8342 -0.13
C -0.4252 4.1337 2.8011 -0.11
C 0.5787 3.6198 1.9718 -0.13
H 4.4595 2.5480 3.1535 0.10
H 5.6029 1.2194 4.9515 0.09
H 5.0582 -1.1733 5.2339 0.09
H 3.4023 -2.2570 3.7335 0.10
H 2.3012 -0.9305 1.9471 0.10
H 0.8280 0.5274 3.4078 0.09
H -0.9212 1.4751 4.8371 0.09
H -1.7311 3.7942 4.4636 0.08
H -0.8023 5.1317 2.6086 0.09
H 1.0449 4.2384 1.2188 0.09
C 3.8569 -1.3690 -0.5021 -0.08
C 3.0683 -2.6070 -0.9393 -0.38
C 2.5137 -2.4068 -2.3546 -0.07
C 1.9577 -3.0151 0.0123 -0.16
C 2.0123 -4.2597 0.6193 -0.10
C 0.9568 -4.7630 1.3766 -0.16
C -0.2058 -3.9990 1.4468 -0.10
C -0.3174 -2.7437 0.8679 -0.14
C -1.6686 -2.0496 0.8807 -0.38
C -2.1253 -1.6566 -0.5286 -0.06
C -1.7539 -0.8425 1.8150 -0.07
C 0.8167 -2.1483 0.2063 -0.37
O 0.8260 -0.9411 -0.2065 -0.12
H 4.6447 -1.1408 -1.2293 0.07
H 4.3294 -1.5258 0.4697 0.07
H 3.1857 -0.5120 -0.4301 0.05
H 3.7708 -3.4496 -0.9766 0.11
H 1.7642 -1.6148 -2.3393 0.05
H 2.0398 -3.3227 -2.7160 0.07
H 3.3123 -2.1293 -3.0519 0.07
H 2.9032 -4.8682 0.4726 0.09
H 1.0176 -5.7367 1.8492 0.06
H -1.0746 -4.4041 1.9629 0.09
H -2.3798 -2.7936 1.2641 0.11
H -1.4327 -0.9276 -0.9512 0.06
H -3.1224 -1.2055 -0.4999 0.06
H -2.1526 -2.5305 -1.1859 0.08
H -1.1859 0.0063 1.4297 0.03
H -1.3785 -1.0825 2.8136 0.07
H -2.7929 -0.5086 1.9066 0.07
```

E_HOMO in eV: -0.8735
HOMO-LUMO gap in eV: 5.46
Energy relative to the best compared isomer or geometry (same formula, charge and spin) in kcal per mole: 18.3
Charge: -2

[4]
Entry from OMol25: C32H40AuN4P as an isolated structure (ωB97M-V/def2-TZVPD).

```
78
Properties=species:S:1:pos:R:3:lowdin_charge:R:1
Au 0.4010 1.0522 0.1241 0.94
N 2.7875 3.7147 0.2201 0.14
C 3.3759 2.4585 0.2106 -0.27
C 4.7741 2.4621 0.2297 0.01
C 5.4672 1.2821 0.2216 -0.02
C 4.7518 0.0900 0.1943 -0.02
C 3.3877 0.1578 0.1844 -0.10
N 2.6701 1.3191 0.1943 0.03
C 1.4966 4.1832 0.1261 -0.27
C 1.3499 5.5772 0.0289 0.01
C 0.1008 6.1320 -0.0125 -0.02
C -1.0120 5.2893 0.0447 -0.03
C -0.7864 3.9469 0.1230 -0.15
N 0.4428 3.3654 0.1583 0.03
H 3.4641 4.4530 0.2327 0.14
H 5.2975 3.4112 0.2508 0.13
H 6.5520 1.2863 0.2342 0.13
H 5.2418 -0.8750 0.1858 0.12
H 2.8156 -0.7511 0.1743 0.06
H 2.2365 6.2010 -0.0084 0.13
H -0.0176 7.2079 -0.0862 0.13
H -2.0249 5.6767 0.0330 0.12
H -1.6122 3.2736 0.1798 0.02
C -2.9987 0.4626 2.3378 -0.09
C -3.3479 1.1108 0.9946 -0.52
C -3.7733 2.5709 1.1659 -0.10
P -1.9863 0.7652 -0.2082 1.02
C -2.4062 1.5140 -1.8460 -0.53
C -3.7860 1.1215 -2.3772 -0.09
C -1.3095 1.1859 -2.8697 -0.11
C -2.1328 -1.0314 -0.3826 -0.27
C -3.3343 -1.6620 -0.6033 -0.03
C -3.4494 -3.0641 -0.6662 -0.20
C -4.7779 -3.7224 -0.8921 -0.02
C -2.2893 -3.8366 -0.4668 0.01
C -1.0856 -3.2463 -0.2138 0.04
C -0.9629 -1.8177 -0.1781 -0.28
N 0.2063 -1.2327 0.0909 0.06
C 1.3381 -2.0635 0.3700 -0.31
C 1.7648 -2.1839 1.6917 -0.22
C 1.0168 -1.4883 2.8030 -0.02
C 2.8897 -2.9576 1.9473 0.02
C 3.5851 -3.6041 0.9306 -0.24
C 4.7926 -4.4592 1.2327 -0.03
C 3.1263 -3.4559 -0.3747 0.01
C 2.0061 -2.6937 -0.6804 -0.24
C 1.5539 -2.5059 -2.1090 -0.01
H -3.8266 0.6001 3.0351 0.10
H -2.1128 0.9288 2.7790 0.08
H -2.8159 -0.6086 2.2458 0.07
H -4.1841 0.5787 0.5482 0.09
H -3.0771 3.1235 1.7972 0.08
H -4.7407 2.5893 1.6704 0.10
H -3.8985 3.0977 0.2140 0.08
H -2.4043 2.5906 -1.6647 0.09
H -3.8185 0.0696 -2.6600 0.08
H -3.9901 1.7064 -3.2771 0.10
H -4.5914 1.3288 -1.6674 0.08
H -1.2640 0.1086 -3.0645 0.08
H -0.3213 1.5218 -2.5482 0.05
H -1.5301 1.6833 -3.8162 0.09
H -4.2420 -1.0831 -0.7311 0.11
H -5.5226 -3.0230 -1.2708 0.09
H -5.1532 -4.1366 0.0502 0.11
H -4.6901 -4.5585 -1.5887 0.10
H -2.3600 -4.9202 -0.5007 0.14
H -0.2058 -3.8489 -0.0317 0.13
H -0.0145 -1.8485 2.8746 0.09
H 0.9657 -0.4043 2.6360 0.06
H 1.4999 -1.6561 3.7652 0.09
H 3.2321 -3.0655 2.9748 0.13
H 5.2445 -4.1909 2.1865 0.08
H 5.5481 -4.3713 0.4513 0.09
H 4.5101 -5.5142 1.2878 0.10
H 3.6631 -3.9453 -1.1844 0.13
H 2.3183 -2.8495 -2.8042 0.09
H 1.3423 -1.4534 -2.3253 0.08
H 0.6401 -3.0690 -2.3215 0.08
```

Spin multiplicity: 3
E_HOMO (spin up / spin down) in eV: -13.2023 / -13.7527
HOMO-LUMO gap (spin up / spin down) in eV: 8.26 / 6.28
Expectation value of S²: 2.049
Energy relative to the best compared isomer or geometry (same formula, charge and spin) in kcal per mole: 0.0
Charge: +2

[5]
Entry from OMol25: C32H40Br2ClF5NO7P3 as an isolated structure at a distorted geometry (ωB97M-V/def2-TZVPD).

```
91
Properties=species:S:1:pos:R:3:lowdin_charge:R:1
C 8.5213 -1.0591 3.5913 -0.17
C 6.9801 -0.8079 2.9893 -0.25
C 6.2322 -2.2575 2.8270 -0.57
Cl 7.4197 -3.7064 2.5626 0.55
C 4.9906 -2.2600 1.7057 -0.03
C 3.4074 -2.4131 2.2528 0.06
C 3.0638 -2.5016 3.8510 -0.16
F 1.6497 -2.6497 4.2345 0.02
F 3.7098 -3.7190 4.4789 -0.01
C 3.5133 -1.0915 4.6397 -0.12
F 4.4796 -1.3157 5.7370 0.04
F 3.9369 -0.0210 3.6648 0.01
F 2.3018 -0.4841 5.3146 0.01
C 2.2123 -2.4664 1.0871 0.07
C 2.5442 -2.3111 -0.5487 0.00
C 4.1217 -2.1551 -1.0481 -0.24
P 4.3081 -2.0173 -2.9329 0.85
C 5.4143 -3.3265 -3.7265 -0.33
C 4.5789 -0.2511 -3.5679 -0.34
C 5.3640 -2.1427 0.0772 -0.13
P 7.0938 -2.0382 -0.6898 0.72
O 7.2271 -0.9901 -1.9112 -0.40
O 8.4278 -1.6271 0.3257 -0.25
O 7.4611 -3.6735 -1.2873 -0.24
C 1.2462 -2.2981 -1.6085 -0.21
O 1.1738 -2.9970 -2.7369 -0.03
C -0.0091 -1.3539 -1.0228 -0.01
C -0.8546 -0.2768 -1.9219 0.05
C -2.0181 0.5991 -1.1442 -0.09
C -2.8310 1.7199 -2.0705 -0.30
C -4.1664 1.1174 -2.8089 -0.37
C -5.4914 1.6641 -1.9916 -0.48
C -6.2263 0.3482 -1.3360 -0.22
N -7.6053 0.6060 -0.7695 -0.15
C -7.8767 -0.6164 0.1271 -0.12
C -7.6887 1.8940 0.0195 -0.29
C -7.2417 2.1108 1.5836 -0.06
O -8.2176 2.9714 -0.6106 -0.06
C -2.3718 0.4440 0.4816 -0.23
P -3.7315 1.6127 1.1556 0.90
C -2.8153 3.3212 1.3487 -0.29
O -4.3304 1.1246 2.7147 -0.38
C -1.5198 -0.6511 1.3613 -0.11
C -1.8051 -0.8566 2.9719 -0.10
C -0.3569 -1.5269 0.6070 0.02
C 0.6106 -2.6641 1.3670 -0.21
O 0.0027 -3.6551 2.0086 0.00
H 8.5168 -1.7609 4.5293 0.08
H 8.8578 0.0191 3.9787 0.09
H 9.2939 -1.3555 2.7660 0.06
H 6.4823 -0.0815 3.7791 0.11
H 7.0200 -0.1778 1.9760 0.11
H 5.8349 -2.4829 3.9309 0.10
H 5.4985 -4.2403 -2.9821 0.06
H 5.0329 -3.7811 -4.7495 0.06
H 6.4969 -2.8532 -3.8748 0.05
H 4.1914 0.5772 -2.8009 0.07
H 3.9828 -0.0390 -4.5758 0.05
H 5.7154 0.0440 -3.7729 0.05
H 8.5216 -0.6313 0.2762 0.09
H 8.4095 -3.9147 -1.0124 0.10
H -0.5806 -0.1654 -3.0562 0.11
H -2.0894 2.0490 -2.9353 0.12
H -3.0252 2.6933 -1.4287 0.05
H -4.2368 1.5989 -3.8948 0.05
H -4.0572 -0.0483 -2.8236 0.14
H -6.2195 2.1820 -2.7679 0.08
H -5.2117 2.5019 -1.1947 0.06
H -5.4853 -0.1400 -0.5522 0.10
H -6.3666 -0.4490 -2.2075 0.14
H -8.9041 -0.5261 0.7095 0.11
H -7.8283 -1.5502 -0.5913 0.11
H -6.9981 -0.7393 0.9116 0.08
H -6.4001 2.9463 1.6766 0.09
H -6.8681 1.1122 2.0731 0.06
H -8.1636 2.4879 2.2417 0.11
H -2.9096 3.7458 2.4599 0.06
H -3.2955 4.0953 0.6111 0.04
H -1.6628 3.1443 1.0980 0.07
H -3.5666 1.2995 3.3569 0.06
H -1.2311 -1.7593 3.4532 0.08
H -2.9590 -1.0415 3.2063 0.10
H -1.3979 0.1279 3.4999 0.09
Br -4.5732 3.2549 -3.0620 1.06
C -5.0686 5.1217 -3.3354 -0.55
C -4.9996 5.4974 -4.7978 -0.69
Br -3.1545 5.7599 -5.3725 0.59
H -4.4126 5.7226 -2.7006 0.05
H -6.0959 5.1996 -2.9658 0.07
H -5.4914 6.4592 -4.9712 0.06
H -5.4368 4.7455 -5.4603 0.05
```

E_HOMO in eV: -7.5782
HOMO-LUMO gap in eV: 5.44

Ordered E results: -107462.0521 -121739.7260 -72431.6032 -52762.0891 -243684.0656; unit eV.